Density functional theory data (the ωB97M-V functional and the def2-TZVPD basis) for a cluster of 8 separate species, C39H91NO17 in total.

Output
2S+1 = 1
Structure (SMILES) = CCCN(C[C@H]1CO1)C(=O)OCC(C)C.COCCOC.COCCOC.COCCOC.COCCOC.COCCOC.COCCOC.COCCOC
HOMO = -9.048 eV
Frontier orbital gap = 9.62 eV
Strongest force on any atom = 2.17 eV/Å

XYZ file:
```
148
Properties=species:S:1:pos:R:3:forces:R:3:mulliken_charge:R:1
O -6.909348 8.924300 2.169583 0.0597 -0.1308 -0.0621 -0.38
O -5.056036 -4.005577 -4.648165 0.0153 0.0438 0.1552 -0.38
O -6.640956 6.940024 0.018469 0.0205 0.0164 0.1837 -0.31
O 7.414413 2.315778 2.086791 -0.1588 0.0168 0.0830 -0.38
O 3.909005 -0.540554 -8.198292 0.0510 -0.0434 -0.1118 -0.39
O 0.797876 -1.766019 3.159551 -0.4301 0.4627 -1.0425 -0.28
O 3.593743 -2.461282 -1.979626 0.0950 0.0959 0.0052 -0.39
O -0.132656 -0.547546 -0.981516 0.1868 0.5580 -1.2478 -0.52
O -5.286357 -2.058439 -2.459681 0.0756 -0.1157 -0.0971 -0.37
O -1.093511 -2.979028 3.347964 0.7951 1.4022 -0.6903 -0.66
O -4.603738 4.034588 -3.307311 0.0359 -0.0187 0.1726 -0.40
O 0.780834 -3.281574 9.997131 -0.0802 -0.0770 -0.0974 -0.39
O 5.092155 1.354746 3.595163 0.0394 0.0327 -0.1933 -0.39
O 5.356530 -1.168259 -3.947027 -0.0212 -0.0822 0.1131 -0.37
O 6.220753 -0.385745 -10.008525 -0.1668 -0.0063 0.0297 -0.37
O 0.473092 -4.966446 7.606914 -0.0423 0.1119 0.1390 -0.42
O -4.380358 2.194050 -1.059160 -0.0472 0.1449 -0.0779 -0.35
N -1.132386 -1.164113 1.935812 0.6309 0.4257 1.4667 0.65
C 3.057166 -1.767505 4.569761 0.6947 -0.0925 0.1413 -1.44
C 6.173441 0.189445 -8.712825 0.2112 -0.1478 -0.0621 -0.73
C 3.091362 -2.610285 3.306640 -0.3158 -0.2325 0.2441 1.45
C 3.507657 -1.698291 -8.909039 -0.0514 0.0049 0.0631 -0.75
C 5.264092 -0.577472 -7.776939 -0.1712 0.1888 0.1557 -0.08
C 0.528401 -0.460346 0.224392 -0.5553 -1.0030 1.6231 0.68
C -6.058071 -3.006505 -4.564872 0.1094 -0.0287 -0.2198 -0.75
C 0.319883 -1.782722 -0.374457 -0.0372 0.9862 -0.9777 -1.26
C -5.196623 -5.027271 -3.675895 -0.0070 -0.0424 -0.0944 -0.70
C -4.149744 1.828085 -2.409425 0.2884 -0.1229 0.1596 0.17
C -2.441885 -0.688501 2.417321 -0.1908 0.6107 -0.5010 -1.14
C -6.780211 5.937262 1.011557 0.0043 -0.0569 -0.1403 -0.75
C 7.433825 1.206164 2.968442 0.1397 -0.0696 -0.2541 -0.76
C -3.351080 -0.299081 1.263632 -0.2233 0.1420 0.1950 0.57
C 5.373666 0.260317 -10.942717 0.1043 0.0063 -0.0319 -0.71
C 1.724832 -2.701986 2.608774 0.5703 -0.4827 0.3910 -0.51
C -5.528623 8.739716 2.427858 -0.0156 0.0679 0.0478 -0.68
C -0.511047 -2.024431 2.839940 -0.9769 -1.8102 0.6771 0.24
C -3.903035 -2.263301 -2.226128 0.0280 0.1126 0.0880 -0.47
C -5.581603 -1.778109 -3.818817 -0.1900 0.0657 0.1794 -0.37
C -0.482068 -3.760291 10.424868 0.0398 0.0497 0.0730 -0.74
C 1.715353 -4.520781 8.120272 -0.0518 -0.2326 -0.0783 -0.08
C 1.675905 -4.314158 9.620029 0.1082 0.2112 0.0623 -0.66
C -7.200575 9.175573 0.805058 -0.1482 0.0609 0.1650 -0.51
C -0.313476 -3.924069 7.048774 0.0433 -0.0249 -0.1396 -0.59
C 4.310806 -1.772376 -0.970850 -0.0796 -0.0601 0.0240 -0.54
C -5.740987 2.465139 -0.784016 -0.0953 -0.1675 0.2010 -0.85
C -4.377280 5.081096 -2.375878 -0.0269 0.0992 -0.1148 -0.59
C 6.306568 -2.182636 -3.671375 0.0385 0.0437 -0.0728 -0.75
C 3.146971 -1.616853 -3.034248 -0.1497 -0.2277 0.0602 -0.49
C 4.060944 -1.670189 -4.238370 0.0785 0.2579 -0.0941 -0.51
C 6.091147 0.510240 3.043499 -0.0656 0.0061 0.3158 -0.01
C 3.577499 -4.022321 3.641906 0.2501 0.0824 -0.1837 -1.69
C -0.301125 -0.071479 1.435850 0.5069 0.0367 -0.8161 -1.25
C 7.254952 3.559390 2.748267 0.0977 0.0053 -0.0512 -0.70
C 4.283342 1.971484 2.608842 -0.0810 -0.0309 0.0836 -0.47
C -3.641108 2.996733 -3.225119 -0.2016 0.0004 -0.2367 -0.81
C -4.823883 -0.314917 1.659395 0.1148 -0.0820 -0.6224 -1.48
C -7.657203 7.928357 0.078360 0.1122 -0.0041 -0.2365 -0.55
H -5.015356 9.706683 2.464013 0.0487 -0.0252 -0.0260 0.32
H 1.335969 -3.707530 2.739853 -0.2944 -0.0995 0.1210 0.47
H -0.939142 0.720615 1.064771 -0.2562 0.2681 0.3330 0.56
H 0.396237 0.295529 2.181552 -0.1765 0.2249 0.3278 0.41
H 2.673062 -4.014407 9.957310 0.0112 -0.0352 -0.0041 0.38
H 4.856810 -2.513659 -0.388361 -0.0363 -0.0277 0.0111 0.31
H -2.921370 -1.399150 3.074149 0.1935 -0.4993 -0.0778 0.62
H -6.220096 3.061992 -1.562793 0.0824 -0.0030 -0.0521 0.51
H 4.393410 0.484386 -10.517552 -0.0014 0.0006 0.0194 0.31
H -5.435272 8.256279 3.399065 -0.0334 0.0401 0.0262 0.25
H 8.205237 3.878454 3.189515 -0.0345 0.0249 0.0551 0.32
H 5.021822 -1.058041 -1.390246 -0.0077 0.0157 -0.0106 0.41
H 3.038733 -0.587370 -2.679337 0.0351 0.0284 -0.0147 0.35
H 1.869545 -2.548564 1.544840 -0.2315 0.2356 -0.2908 -0.12
H 7.759235 1.513081 3.966996 -0.0482 0.0060 0.0335 0.37
H 3.992884 -1.948690 5.096288 0.1846 0.0793 0.1275 0.49
H -0.858739 -4.552680 9.775319 0.0127 -0.0057 -0.0131 0.33
H -3.387108 -1.298308 -2.174587 0.1052 -0.0524 -0.0150 -0.01
H 7.190595 0.159640 -8.310724 -0.0109 0.0297 0.0292 0.38
H -6.963229 -3.407335 -4.098347 -0.0013 0.0098 0.0523 0.36
H 3.617391 -1.243000 -0.304226 0.0594 0.0554 0.0105 0.02
H -8.011736 9.909258 0.778187 0.0129 0.0126 -0.0337 0.37
H -3.443174 -2.878551 -3.001634 -0.0234 0.0008 -0.0327 0.44
H 5.896890 -2.959863 -3.023375 -0.0263 -0.0071 -0.0010 0.33
H -6.384254 -1.033830 -3.829352 0.0111 0.0116 -0.0277 0.39
H -5.298815 5.652552 -2.277896 -0.0084 -0.0013 -0.0386 0.20
H -5.786588 3.019622 0.152664 0.0330 -0.0391 0.0331 0.14
H -5.057808 1.408923 -2.854275 -0.0241 0.0470 -0.0287 0.22
H -0.595792 -2.308979 -0.196433 0.3489 -0.9662 0.7131 0.50
H 7.152152 -1.716709 -3.167543 0.0057 0.0402 -0.0428 0.24
H -4.711511 -1.341676 -4.319660 0.0287 -0.0316 -0.0178 0.35
H 4.123446 -2.690706 -4.629058 -0.0114 -0.0339 0.0392 0.34
H 5.864934 1.237838 -8.768534 -0.0524 0.0051 0.0082 0.37
H -5.053862 8.107874 1.674678 -0.0099 -0.0020 -0.0232 0.26
H 1.417909 -5.250060 10.125392 -0.0323 -0.0300 -0.0284 0.33
H 3.639571 -1.033746 -5.022727 -0.0391 -0.0487 -0.0185 0.33
H -5.827961 5.414422 1.092111 0.0154 0.0039 -0.0569 0.18
H -7.905504 8.197721 -0.952700 -0.0305 0.0126 0.0111 0.38
H 0.044823 -3.673945 6.044651 -0.0541 0.0600 -0.0035 0.17
H 6.658512 -2.638548 -4.603369 0.0026 -0.0569 0.0286 0.31
H -5.065376 -1.195323 2.245751 -0.1011 -0.0575 0.2236 0.47
H 5.788106 0.149049 2.055158 0.0194 0.0357 -0.0434 0.11
H 2.592042 -1.456607 -9.446647 -0.0273 0.0174 0.0482 0.26
H -3.107848 0.709109 0.944959 0.0674 0.1614 -0.2694 0.17
H 4.662574 -4.070042 3.622711 0.1860 0.0082 0.1082 0.39
H -6.284601 1.521399 -0.659699 -0.1114 0.0706 -0.0369 0.31
H 1.201137 -2.186914 -0.849777 -0.1720 -0.6264 -0.2350 0.22
H -3.443635 2.651679 -4.244801 0.0317 0.0010 0.0076 0.42
H -3.171417 -0.935849 0.402648 0.0119 -0.2916 -0.0213 -0.07
H 4.263561 -2.016561 -9.629353 0.0251 0.0048 0.0036 0.34
H 1.539622 -0.090719 0.207161 0.3349 0.3677 -0.1409 0.61
H 6.492193 3.512015 3.527751 -0.0037 -0.0195 0.0070 0.30
H 5.604699 -1.612627 -7.672326 0.0313 -0.0133 -0.0428 0.31
H -3.586509 5.745038 -2.742391 0.0227 0.0111 0.0723 0.38
H 5.244912 -0.410784 -11.790293 0.0435 -0.0106 -0.0094 0.25
H 4.873951 2.335884 1.766365 0.0218 -0.0119 -0.0070 0.40
H -3.792268 -2.771573 -1.268654 -0.0735 0.0385 0.0316 0.29
H 3.820385 -2.176379 2.625725 -0.0157 0.2121 -0.1909 -0.11
H 2.156205 -1.974742 -3.329270 -0.0106 0.0524 -0.0279 0.38
H 8.171313 0.498224 2.577712 0.0070 -0.0157 0.0386 0.39
H 3.526511 1.266915 2.242749 -0.0034 0.0118 -0.0560 -0.05
H 3.019197 -0.703202 4.374974 -0.2609 0.2145 -0.0383 0.22
H -0.418033 -4.133067 11.453180 -0.0436 -0.0517 -0.0165 0.32
H 6.183231 -0.356794 3.705561 0.0055 -0.0168 -0.0280 0.34
H 2.269709 -2.065346 5.251405 -0.3251 0.0071 -0.0125 0.16
H -4.099479 4.698889 -1.391695 0.0085 -0.0319 -0.0051 0.20
H -7.551997 5.219300 0.712227 -0.0196 -0.0153 0.0928 0.34
H -6.333058 9.613314 0.301593 0.0241 -0.0307 -0.0265 0.32
H -8.559845 7.523197 0.545581 0.0007 0.0080 0.0525 0.35
H -4.248888 -5.559813 -3.617978 0.0083 -0.0080 -0.0441 0.25
H -5.978641 -5.732528 -3.977422 -0.0204 -0.0054 0.0668 0.33
H -2.270166 0.218932 3.002996 0.0383 0.0092 0.3090 0.31
H 3.778807 2.816726 3.074419 -0.0288 -0.0337 0.0403 0.29
H -7.032576 6.359169 1.986051 -0.0169 0.0235 -0.0068 0.40
H -0.303062 -3.027486 7.671959 0.0272 -0.0070 0.0320 0.34
H 5.836446 1.188209 -11.296010 -0.0644 0.0320 -0.0010 0.32
H -5.116728 0.592853 2.172853 -0.0274 0.0654 0.3731 0.32
H -2.702067 3.374166 -2.808927 0.0060 -0.0204 0.0492 0.35
H 2.031291 -3.600530 7.617908 -0.0051 0.0456 0.0250 0.07
H 5.305296 -0.108045 -6.789123 0.0612 -0.0444 0.0163 0.22
H -3.386067 1.043467 -2.404144 0.0013 0.0015 -0.0352 0.05
H -6.309194 -2.715782 -5.589522 -0.0317 0.0165 0.0130 0.40
H 3.252979 -4.320582 4.633164 -0.2071 -0.1143 0.1603 0.30
H 3.218258 -4.753094 2.924749 -0.0497 -0.1716 -0.1314 0.49
H -1.177898 -2.923382 10.398896 0.0232 0.0314 0.0216 0.24
H -5.421957 -0.358925 0.754644 -0.2057 0.0055 -0.1281 0.21
H 2.454033 -5.297533 7.897390 0.0355 0.0301 0.0036 0.40
H -5.434961 -4.622518 -2.690434 -0.0060 0.0189 0.0001 0.30
H 3.302339 -2.520221 -8.213924 0.0233 -0.0413 -0.0415 0.29
H 6.952022 4.292625 2.002791 0.0325 -0.0085 -0.0340 0.24
H -1.337644 -4.284742 6.972192 0.0214 -0.0584 -0.0401 0.28
```
Forces are in eV/Å.